Record 1
ORCA calculation (wB97M-V/def2-TZVPD) on a 2-piece molecular cluster, CH2O3PS overall.

Geometry (Å):
C (-1.005, -0.359, -0.723)
O (-1.530, -0.045, 0.448)
O (-1.292, -1.345, -1.361)
O (0.021, 2.162, -0.289)
P (0.393, 1.020, -1.170)
S (2.921, -0.856, 1.006)
H (-1.069, 0.639, 0.942)
H (1.560, -1.217, 1.146)

Forces on the atoms, in the same order (eV/Å):
1.7252 0.3358 -0.4357
-1.5185 -1.1582 0.7839
-0.0985 1.0591 0.4850
-0.1090 -0.4806 -0.0496
0.1159 -0.5611 0.0180
-2.0175 0.0001 -0.2944
0.4335 0.5368 -0.4552
1.4689 0.2679 -0.0520

The relative energy (zero: lowest compared OMol25 entry of this formula, charge and spin) is 48.5 kcal per mole. As for the net charge: -1. The calculated total energy comes out at -1004.61116 hartree. The gap between HOMO and LUMO (alpha / beta) comes out at 5.54 / 5.54 eV.

---

Record 2
ORCA calculation (wB97M-V/def2-TZVPD) on C26H20IN4O8PW as an isolated structure.

Geometry (Å):
W (1.074, 0.696, 1.307)
O (2.372, 0.428, 4.002)
N (1.136, 0.194, 3.429)
C (0.981, -1.052, 3.061)
C (-0.397, -1.589, 2.846)
C (-1.170, -1.845, 3.972)
C (-2.387, -2.499, 3.821)
C (-2.820, -2.902, 2.566)
C (-2.056, -2.627, 1.438)
C (-0.845, -1.965, 1.578)
P (0.226, -1.417, 0.235)
C (1.393, -2.701, -0.208)
C (0.923, -3.842, -0.862)
C (1.802, -4.869, -1.158)
C (3.142, -4.762, -0.805)
C (3.612, -3.628, -0.157)
C (2.737, -2.595, 0.143)
C (-0.774, -0.992, -1.193)
C (-2.061, -0.473, -1.026)
C (-2.760, -0.006, -2.128)
C (-2.176, -0.042, -3.389)
C (-0.895, -0.551, -3.553)
C (-0.188, -1.025, -2.458)
H (2.301, 1.309, 4.405)
H (1.815, -1.746, 3.182)
H (-0.822, -1.553, 4.954)
H (-2.996, -2.698, 4.693)
H (-3.762, -3.421, 2.461)
H (-2.414, -2.916, 0.457)
H (-0.120, -3.926, -1.144)
H (1.443, -5.754, -1.666)
H (3.825, -5.567, -1.040)
H (4.658, -3.548, 0.108)
H (3.106, -1.703, 0.637)
H (-2.527, -0.456, -0.047)
H (-3.767, 0.371, -2.006)
H (-2.728, 0.315, -4.248)
H (-0.446, -0.587, -4.537)
H (0.811, -1.422, -2.590)
O (-1.621, 6.760, -2.771)
N (-2.152, 6.061, -1.943)
O (-3.228, 6.233, -1.421)
C (-1.392, 4.865, -1.507)
C (-0.180, 4.581, -2.115)
C (0.525, 3.473, -1.699)
C (0.039, 2.625, -0.700)
O (0.662, 1.500, -0.380)
C (-1.185, 2.967, -0.103)
C (-1.915, 4.078, -0.513)
N (-1.758, 2.157, 0.947)
O (-2.922, 2.227, 1.178)
O (-1.015, 1.397, 1.637)
N (1.816, 3.183, -2.356)
O (2.645, 2.572, -1.708)
O (1.951, 3.590, -3.480)
H (0.205, 5.217, -2.901)
H (-2.865, 4.328, -0.059)
I (2.662, 2.992, 1.796)
C (3.118, 0.955, 1.100)
H (3.824, 0.538, 1.815)
H (3.538, 1.064, 0.101)

Forces on the atoms, in the same order (eV/Å):
-0.1932 0.4649 -0.6454
-0.0676 0.0065 0.0867
-0.0174 -0.0734 -0.0302
-0.1094 -0.1166 0.1437
0.0103 -0.1118 0.0293
-0.0090 -0.0116 0.0066
0.0112 0.0068 -0.0035
0.0022 0.0011 -0.0161
-0.0186 -0.0154 0.0176
0.0364 0.0138 -0.0298
0.0435 -0.0455 0.0585
0.0256 0.0246 0.0281
0.0012 -0.0050 0.0068
-0.0187 0.0002 -0.0037
0.0133 0.0048 0.0064
0.0071 -0.0045 -0.0037
-0.0271 0.0003 -0.0325
-0.0057 0.0156 0.0220
0.0044 0.0164 -0.0205
-0.0099 0.0018 0.0129
-0.0001 0.0035 -0.0090
0.0132 -0.0061 0.0027
-0.0273 0.0060 0.0106
0.0241 0.0082 -0.0347
0.0127 0.0103 0.0479
-0.0051 -0.0068 0.0022
0.0012 0.0005 0.0011
0.0002 0.0006 0.0013
-0.0008 -0.0046 0.0054
0.0000 -0.0070 -0.0020
0.0005 0.0012 0.0014
-0.0024 -0.0003 -0.0015
-0.0015 0.0031 0.0018
0.0135 -0.0026 0.0082
0.0034 0.0119 -0.0073
0.0022 0.0003 -0.0024
0.0001 0.0004 0.0014
-0.0028 -0.0005 -0.0007
0.0035 -0.0018 -0.0090
-0.0277 -0.0154 -0.0326
0.0506 0.0527 0.0639
-0.0237 -0.0066 -0.0149
0.0604 -0.0313 -0.0554
-0.0227 0.0298 0.0146
-0.0463 -0.0392 -0.0618
0.1075 -0.0315 0.0550
-0.1117 -0.1473 0.3607
0.0504 0.1823 -0.1533
-0.0542 -0.0758 0.0840
-0.0535 -0.0754 0.0717
0.0162 0.0319 0.0083
0.1304 -0.1176 -0.0458
-0.0223 -0.0208 -0.0040
-0.0036 0.0106 0.0246
0.0032 0.0006 -0.0101
-0.0039 -0.0036 0.0002
0.0025 0.0084 -0.0053
0.1380 0.0033 0.0494
0.1140 0.0858 0.0215
0.0038 -0.0331 -0.0088
-0.0205 0.0032 -0.0124

As for the expectation value of S²: 2.021. The relative energy (zero: lowest compared OMol25 entry of this formula, charge and spin) is 22.6 kcal per mole. As for the net charge: +2. Its spin multiplicity is 3. The calculated total energy comes out at -2528.93967 hartree. The gap between HOMO and LUMO (alpha / beta) comes out at 6.85 / 6.52 eV.

---

Record 3
ORCA calculation (wB97M-V/def2-TZVPD) on a 5-piece molecular cluster, C4H15NO7 overall.

Geometry (Å):
C (1.614, -1.746, -0.934)
C (1.372, -0.492, -1.786)
C (1.562, 0.920, -1.304)
O (1.040, 1.824, -1.927)
N (2.312, 1.231, -0.198)
C (2.928, 0.246, 0.646)
O (3.908, -0.350, 0.328)
O (2.321, 0.099, 1.817)
H (1.013, -2.539, -1.382)
H (2.633, -2.109, -0.871)
H (1.163, -1.582, 0.048)
H (2.036, -0.607, -2.649)
H (0.365, -0.561, -2.186)
H (2.252, 2.203, 0.053)
H (1.563, 0.701, 1.937)
O (-3.050, -0.982, 2.578)
H (-2.672, -0.912, 3.472)
H (-2.165, -1.039, 2.183)
O (-0.149, 1.560, 1.452)
H (-0.658, 2.045, 2.098)
H (-0.720, 1.407, 0.682)
O (-3.736, -0.571, -1.301)
H (-3.968, -1.431, -1.677)
H (-2.814, -0.502, -1.579)
O (-2.361, 1.154, 0.272)
H (-2.906, 0.448, 0.641)
H (-2.884, 1.585, -0.413)

Forces on the atoms, in the same order (eV/Å):
-1.0806 0.1486 0.2151
0.8552 -1.0779 -0.4628
0.0011 0.4458 -0.0694
-0.2164 0.1502 -0.0782
-0.0044 -0.9622 -0.4024
-0.1155 1.0754 -0.0519
0.0172 -0.3359 0.0365
0.2985 -0.1450 0.6213
0.0932 -0.0817 -0.0442
0.0917 0.3131 0.1599
0.3631 -0.2804 0.2238
-0.1161 0.3514 -0.1485
-0.1011 0.3682 -0.0151
-0.0111 0.0539 0.3515
-0.2805 -0.0117 -0.5383
1.5412 0.0777 0.5215
-1.0676 0.0893 0.3054
-0.3637 -0.1590 -0.9036
1.3620 -0.2279 0.3747
-0.3822 0.1216 -0.0470
-0.3206 0.1410 0.2961
0.2719 -0.5598 -0.4015
-0.3916 0.1052 0.1496
0.0488 0.3113 0.1520
-0.1693 0.1923 -0.2379
-0.2211 0.0653 -0.0854
-0.1024 -0.1687 0.0786

The relative energy (zero: lowest compared OMol25 entry of this formula, charge and spin) is 28.6 kcal per mole. The calculated total energy comes out at -742.87356 hartree. The gap between HOMO and LUMO comes out at 9.96 eV.

---

Record 4
ORCA calculation (wB97M-V/def2-TZVPD) on a 2-piece molecular cluster, CH4N6O overall.

Geometry (Å):
C (-1.641, 0.395, -0.471)
N (2.249, 1.992, 1.020)
N (1.345, -1.455, 0.200)
N (1.261, 1.766, 0.566)
N (2.270, -0.825, 0.072)
N (0.438, -2.156, 0.516)
N (0.161, 1.696, 0.154)
O (-0.224, 0.439, -0.440)
H (-1.847, -0.583, -0.977)
H (-2.029, 1.152, -1.002)
H (-1.974, 0.371, 0.474)
H (-0.009, -2.792, -0.111)

Forces on the atoms, in the same order (eV/Å):
2.5804 -3.5396 -1.6317
2.2771 0.5217 0.8950
2.6753 0.4184 -0.8675
1.7216 -0.8093 0.4993
-0.5311 -0.1147 -0.1273
-2.1019 -0.9101 1.9125
-5.1615 0.0986 -1.8122
1.2139 0.7159 0.0365
0.0448 0.8682 0.4277
-1.4007 2.8315 -1.9783
-1.5686 -0.0776 3.4890
0.2506 -0.0029 -0.8429

The relative energy (zero: lowest compared OMol25 entry of this formula, charge and spin) is 87.1 kcal per mole. The calculated total energy comes out at -444.04821 hartree. The gap between HOMO and LUMO comes out at 9.78 eV.